w:
{
  "formula": "C4H7N3O2",
  "method": "ωB97M-V with the def2-TZVPD basis set",
  "species": ["C", "C", "C", "C", "N", "N", "N", "O", "O", "H", "H", "H", "H", "H", "H", "H"],
  "positions_angstrom": [[1.59, -2.13, 0.83], [-0.14, 2.33, 0.77], [-0.13, 2.04, -1.77], [-1.08, -0.26, 1.89], [0.91, -1.19, 0.51], [0.21, 2.34, -0.39], [0.12, -0.54, -0.11], [-0.22, 2.54, 1.92], [-0.96, 0.07, 0.55], [2.51, -2.17, 1.24], [0.54, 1.17, -1.98], [-1.29, 1.92, -1.80], [0.16, 3.04, -2.39], [-2.08, 0.10, 2.21], [-0.37, 0.29, 2.57], [-1.05, -1.37, 2.01]],
  "lowdin_charge": [0.1259, -0.3722, -0.1146, -0.1303, -0.1019, 0.0307, 0.0466, 0.1090, -0.1919, 0.0115, 0.0664, 0.1089, 0.1156, 0.1061, 0.0922, 0.0980],
  "e_homo_ev": -8.7,
  "homo_lumo_gap_ev": 9.20,
  "e_lumo_ev": 0.49
}

---

x:
{
  "formula": "C4H7N3O2",
  "method": "ωB97M-V with the def2-TZVPD basis set",
  "species": ["C", "C", "C", "C", "H", "H", "H", "H", "H", "H", "H", "N", "N", "N", "O", "O"],
  "positions_angstrom": [[-2.42, -0.13, 0.31], [-0.29, 0.31, -0.45], [-0.11, -1.10, -0.24], [1.04, 0.69, -0.26], [-3.40, 0.51, 1.01], [-2.97, -0.63, -0.62], [-1.68, -1.06, 0.99], [-1.50, 1.74, 0.16], [-0.68, -2.17, 0.01], [3.69, -1.18, -0.05], [2.33, 1.86, -0.40], [-1.56, 0.86, -0.39], [1.21, -1.43, -0.16], [1.94, -0.30, -0.24], [3.09, 0.08, 0.29], [1.29, 1.93, 0.04]],
  "lowdin_charge": [-0.1719, -0.2432, -0.1579, -0.4069, 0.1489, 0.0925, 0.1361, 0.1247, 0.1649, 0.3656, 0.2296, -0.0768, 0.0320, -0.2846, -0.0410, 0.0881],
  "e_homo_ev": -7.8,
  "homo_lumo_gap_ev": 6.75,
  "e_lumo_ev": -1.00
}

---

Winner for stability: w

---

w:
{
  "formula": "C3H7NS",
  "method": "ωB97M-V with the def2-TZVPD basis set",
  "species": ["C", "C", "C", "H", "H", "H", "H", "H", "H", "H", "N", "S"],
  "positions_angstrom": [[-0.28, 1.14, -0.95], [0.57, -0.35, 0.93], [-0.22, -1.48, 0.21], [-0.30, 2.27, -1.16], [-1.32, 0.81, -0.87], [0.12, 0.56, -1.77], [0.80, 1.71, 0.92], [0.39, -2.37, 0.15], [-1.16, -1.68, 0.75], [-0.51, -1.22, -0.85], [0.43, 0.93, 0.33], [1.48, -0.33, 2.32]],
  "lowdin_charge": [-0.1179, -0.8404, -0.0872, 0.1116, 0.0705, 0.0654, 0.1098, 0.0664, 0.0900, 0.0682, -0.1237, 0.5874],
  "smiles": "CNC(C)=S",
  "e_homo_ev": -8.3,
  "homo_lumo_gap_ev": 9.07,
  "e_lumo_ev": 0.73
}

---

x:
{
  "formula": "C3H7NS",
  "method": "ωB97M-V with the def2-TZVPD basis set",
  "species": ["C", "C", "C", "H", "H", "H", "H", "H", "H", "H", "N", "S"],
  "positions_angstrom": [[-0.77, -1.10, 0.53], [-0.08, -0.35, -0.63], [0.25, 1.15, -0.77], [0.37, 1.14, 1.80], [-0.53, -2.08, 0.21], [-1.87, -0.86, 0.44], [-0.56, -0.64, -1.64], [0.29, 1.53, -1.75], [0.00, 2.08, 0.00], [1.65, -0.22, 0.24], [1.26, 0.02, -0.73], [-0.01, -0.67, 2.28]],
  "lowdin_charge": [-0.4680, -0.4936, -0.1595, 0.0937, 0.0409, 0.0851, 0.1501, 0.0575, 0.1267, 0.0823, -0.0209, 0.5057],
  "e_homo_ev": -9.3,
  "homo_lumo_gap_ev": 8.71,
  "e_lumo_ev": -0.60
}

---

Winner for stability: w

---

w:
{
  "formula": "C3H7NS",
  "method": "ωB97M-V with the def2-TZVPD basis set",
  "species": ["C", "C", "C", "H", "H", "H", "H", "H", "H", "H", "N", "S"],
  "positions_angstrom": [[-1.41, -0.84, 0.07], [-0.11, -0.17, -0.14], [-0.04, 1.41, -0.05], [-1.35, -1.85, -0.42], [-1.44, -1.17, 1.19], [-2.40, -0.43, -0.18], [-0.08, 1.61, 1.00], [0.96, 1.67, -0.49], [-0.86, 1.97, -0.48], [3.30, -1.13, -0.41], [0.96, -0.90, -0.18], [2.48, -0.16, 0.09]],
  "lowdin_charge": [-0.0778, -0.5036, -0.0741, 0.0861, 0.1132, 0.0716, 0.0654, 0.0326, 0.0672, -0.1368, -0.3538, 0.7100],
  "smiles": "CC(C)=NS",
  "e_homo_ev": -8.5,
  "homo_lumo_gap_ev": 9.49,
  "e_lumo_ev": 0.97
}

---

x:
{
  "formula": "C3H7NS",
  "method": "ωB97M-V with the def2-TZVPD basis set",
  "species": ["C", "C", "C", "H", "H", "H", "H", "H", "H", "H", "N", "S"],
  "positions_angstrom": [[0.60, -0.92, 0.19], [-0.37, -0.58, -0.95], [-1.65, 0.09, -0.69], [0.42, 0.00, 2.43], [1.51, -1.17, -0.29], [0.35, -1.85, 0.66], [-0.32, -1.23, -1.86], [-2.56, -0.18, -1.16], [-1.69, 0.40, 0.40], [-0.20, 1.39, -0.77], [-0.62, 0.74, -1.47], [0.96, 0.37, 1.22]],
  "lowdin_charge": [-0.6103, -0.4091, -0.1896, -0.1002, 0.0533, 0.0810, 0.1471, 0.0876, 0.1044, 0.0577, -0.0041, 0.7822],
  "smiles": "SC[C@H]1CN1",
  "e_homo_ev": -9.4,
  "homo_lumo_gap_ev": 10.13,
  "e_lumo_ev": 0.76
}

---

y:
{
  "formula": "C3H7NS",
  "method": "ωB97M-V with the def2-TZVPD basis set",
  "species": ["C", "C", "C", "H", "H", "H", "H", "H", "H", "H", "N", "S"],
  "positions_angstrom": [[-0.14, 1.02, 1.06], [0.06, -0.20, -1.12], [0.14, -1.52, -0.28], [-0.31, 2.06, 1.42], [0.99, 0.84, 1.28], [-0.77, 0.32, 1.69], [-0.32, 1.82, -0.76], [-0.72, -1.55, 0.37], [0.34, -2.31, -0.96], [0.95, -1.36, 0.45], [-0.29, 0.91, -0.37], [0.07, -0.02, -2.79]],
  "lowdin_charge": [-0.1239, -0.8362, -0.0765, 0.0920, 0.1113, 0.0893, 0.0968, 0.0685, 0.0569, 0.0786, -0.1198, 0.5630],
  "smiles": "CNC(C)=S",
  "e_homo_ev": -8.3,
  "homo_lumo_gap_ev": 8.90,
  "e_lumo_ev": 0.63
}

---

z:
{
  "formula": "C3H7NS",
  "method": "ωB97M-V with the def2-TZVPD basis set",
  "species": ["C", "C", "C", "H", "H", "H", "H", "H", "H", "H", "N", "S"],
  "positions_angstrom": [[2.29, 0.91, -0.53], [1.22, -0.11, -0.79], [-2.27, -0.69, 0.82], [2.85, 0.60, 0.40], [1.98, 2.06, -0.57], [3.23, 0.80, -1.12], [0.92, -0.24, -1.82], [1.30, -1.18, -0.58], [-2.85, -1.61, 0.88], [-2.66, 0.49, 1.05], [-1.25, -1.03, 0.26], [-0.21, 0.35, 0.19]],
  "lowdin_charge": [-0.2130, -0.5889, -0.2858, 0.0783, 0.1153, 0.0684, 0.0606, 0.0670, 0.0642, 0.1296, -0.3439, 0.8483],
  "e_homo_ev": -8.4,
  "homo_lumo_gap_ev": 9.56,
  "e_lumo_ev": 1.14
}

---

Winner for stability: y

---

w:
{
  "formula": "C6H11N2",
  "method": "ωB97M-V with the def2-TZVPD basis set",
  "species": ["C", "C", "C", "C", "C", "N", "C", "N", "H", "H", "H", "H", "H", "H", "H", "H", "H", "H", "H"],
  "positions_angstrom": [[-2.48, -1.34, -0.71], [-1.26, -1.16, 0.17], [0.07, -0.91, -0.58], [0.73, 0.39, -0.20], [1.66, 1.19, -0.78], [2.18, 2.02, 0.19], [1.70, 1.66, 1.37], [0.84, 0.68, 1.17], [-2.72, -0.52, -1.37], [-3.37, -1.48, -0.08], [-2.39, -2.27, -1.27], [-1.20, -1.95, 0.91], [-1.49, -0.30, 0.82], [-0.28, -0.74, -1.60], [0.83, -1.66, -0.49], [2.02, 1.34, -1.79], [2.94, 2.68, 0.12], [1.78, 2.31, 2.24], [0.44, 0.07, 1.87]],
  "lowdin_charge": [-0.1000, -0.2564, -0.1010, -0.1751, 0.0246, 0.1140, -0.0479, 0.1533, 0.0750, 0.0846, 0.0865, 0.1104, 0.0993, 0.1261, 0.1267, 0.1461, 0.1848, 0.1682, 0.1809],
  "smiles": "CCCc1c[nH]c[nH+]1",
  "e_homo_ev": -14.3,
  "homo_lumo_gap_ev": 10.93,
  "e_lumo_ev": -3.36,
  "charge": 1
}

---

x:
{
  "formula": "C6H11N2",
  "method": "ωB97M-V with the def2-TZVPD basis set",
  "species": ["C", "C", "C", "C", "C", "C", "N", "N", "H", "H", "H", "H", "H", "H", "H", "H", "H", "H", "H"],
  "positions_angstrom": [[-0.69, 0.85, 0.69], [-2.84, 0.60, -0.53], [1.97, -0.19, 0.08], [1.59, 1.21, 0.43], [0.78, -0.79, -0.58], [-0.11, -1.62, -0.09], [-1.64, 1.05, 0.03], [0.43, 1.14, 1.29], [-2.58, -0.32, -1.03], [-3.50, 0.61, 0.33], [2.91, -0.19, -0.58], [2.39, -0.82, 0.93], [2.45, 1.82, 0.94], [1.31, 1.67, -0.54], [0.82, -0.56, -1.71], [0.00, -2.11, 0.87], [-0.72, -2.07, -0.87], [-2.98, 1.28, -1.28], [0.56, 0.63, 2.19]],
  "lowdin_charge": [-0.0919, 0.0076, -0.2153, -0.1765, -0.2234, 0.0077, 0.1545, 0.0830, 0.0978, 0.1275, 0.1549, 0.1443, 0.1735, 0.1452, 0.1601, 0.0890, 0.0843, 0.0813, 0.1963],
  "smiles": "C=CCC[NH+]=C=NC",
  "e_homo_ev": -14.3,
  "homo_lumo_gap_ev": 10.31,
  "e_lumo_ev": -3.99,
  "charge": 1
}

---

y:
{
  "formula": "C6H11N2",
  "method": "ωB97M-V with the def2-TZVPD basis set",
  "species": ["C", "C", "C", "C", "C", "C", "N", "N", "H", "H", "H", "H", "H", "H", "H", "H", "H", "H", "H"],
  "positions_angstrom": [[-0.81, 1.28, 2.48], [1.04, -0.29, -0.35], [-0.96, 1.61, 3.85], [-0.22, 0.46, -2.34], [0.19, -2.08, -1.79], [0.71, -0.58, -1.79], [0.32, 0.43, 0.43], [0.09, 0.68, 1.62], [1.89, -0.85, 0.01], [-1.40, 0.78, 4.32], [0.02, 1.62, 4.39], [-1.58, 2.53, 3.98], [-0.30, 0.38, -3.44], [0.09, 1.48, -2.18], [-1.13, 0.38, -1.78], [0.33, -2.61, -2.65], [0.85, -2.52, -1.10], [-0.85, -2.07, -1.33], [1.72, -0.61, -2.31]],
  "lowdin_charge": [0.1637, -0.0098, -0.0556, -0.0710, -0.0093, -0.3704, 0.0876, 0.1172, 0.1459, 0.0920, 0.1314, 0.1280, 0.1079, 0.0750, 0.0730, 0.0534, 0.0519, 0.1212, 0.1680],
  "smiles": "CC#[N+]/N=C/C(C)C",
  "e_homo_ev": [-14.2, -14.2],
  "homo_lumo_gap_ev": [8.53, 8.53],
  "e_lumo_ev": [-5.70, -5.70],
  "charge": 1
}

---

Winner for stability: w

---

w:
{
  "formula": "C6H11N2",
  "method": "ωB97M-V with the def2-TZVPD basis set",
  "species": ["C", "C", "C", "C", "C", "C", "N", "N", "H", "H", "H", "H", "H", "H", "H", "H", "H", "H", "H"],
  "positions_angstrom": [[1.09, -1.23, -0.34], [-0.44, 1.13, 2.92], [0.10, 0.11, 1.61], [0.38, -0.13, 0.22], [-1.53, 0.41, -1.50], [-0.09, 0.50, -1.07], [1.72, -2.22, -0.10], [0.76, -0.48, -1.88], [-0.96, 2.12, 2.66], [-1.23, 0.58, 3.38], [0.52, -0.73, 2.07], [-2.06, 0.65, -0.55], [-1.91, -0.60, -1.83], [-1.69, 0.99, -2.37], [0.52, 1.40, -1.27], [2.26, -2.89, -0.54], [1.68, -0.18, -2.13], [0.39, -0.87, -2.74], [0.49, 1.45, 3.45]],
  "lowdin_charge": [-0.2093, -0.0004, 0.1193, -0.1573, -0.0141, -0.2782, 0.2836, 0.1321, 0.0871, 0.0463, 0.0666, 0.1024, 0.1115, 0.0779, 0.1643, 0.0841, 0.1456, 0.1576, 0.0811],
  "smiles": "[H]/N=C1\\[NH2+][C@@H](C)\\C1=C/C",
  "e_homo_ev": -13.9,
  "homo_lumo_gap_ev": 9.48,
  "e_lumo_ev": -4.41,
  "charge": 1
}

---

x:
{
  "formula": "C6H11N2",
  "method": "ωB97M-V with the def2-TZVPD basis set",
  "species": ["C", "C", "C", "C", "C", "C", "N", "N", "H", "H", "H", "H", "H", "H", "H", "H", "H", "H", "H"],
  "positions_angstrom": [[-2.47, 0.70, 0.05], [-1.15, -1.28, 0.06], [0.55, 0.47, -0.05], [-0.78, 1.41, 0.13], [1.96, 1.04, -0.32], [1.17, -1.86, 0.19], [-2.17, -0.59, -0.04], [0.17, -0.75, 0.06], [-2.88, 0.98, -0.93], [-1.18, -2.36, -0.04], [-0.72, 1.97, 1.09], [-2.97, 0.94, 1.03], [-0.61, 2.20, -0.62], [2.01, 1.34, -1.33], [2.65, 0.15, -0.12], [2.24, 2.01, 0.17], [2.17, -1.47, 0.33], [1.10, -2.42, -0.71], [0.89, -2.47, 1.04]],
  "lowdin_charge": [-0.0826, -0.0912, -0.1149, 0.0076, 0.0398, 0.0382, 0.0273, -0.0429, 0.1314, 0.1474, 0.1054, 0.1491, 0.0897, 0.0857, 0.0912, 0.1225, 0.0831, 0.1018, 0.1114],
  "smiles": "CC1=[N+](C)C=NCC1",
  "e_homo_ev": -13.3,
  "homo_lumo_gap_ev": 8.62,
  "e_lumo_ev": -4.67,
  "charge": 1
}

---

y:
{
  "formula": "C6H11N2",
  "method": "ωB97M-V with the def2-TZVPD basis set",
  "species": ["C", "C", "C", "C", "C", "C", "N", "N", "H", "H", "H", "H", "H", "H", "H", "H", "H", "H", "H"],
  "positions_angstrom": [[1.07, -0.79, 1.59], [-0.87, -1.21, -1.25], [0.22, -0.17, -1.13], [0.20, -1.58, 0.76], [0.91, -0.12, 0.19], [0.10, 2.37, 0.01], [-0.13, 0.88, 0.13], [-1.08, -1.43, 0.19], [0.82, 0.03, 2.21], [2.16, -1.09, 1.82], [-1.75, -0.90, -1.66], [-0.59, -2.09, -2.02], [0.72, 0.44, -1.90], [0.69, -2.52, 0.22], [0.68, 2.57, 0.94], [0.70, 2.42, -0.93], [-0.89, 2.74, -0.17], [-1.05, 0.55, 0.61], [-1.81, -1.97, 0.61]],
  "lowdin_charge": [0.0144, -0.1134, -0.0080, -0.1729, -0.2082, 0.0450, -0.0677, -0.0505, 0.1069, 0.1639, 0.0867, 0.1873, 0.1518, 0.1963, 0.1216, 0.1090, 0.0937, 0.2060, 0.1381],
  "smiles": "C[N@H+]1[C@@H]2CN[C@@H]3C[C@@]321",
  "e_homo_ev": -13.3,
  "homo_lumo_gap_ev": 10.38,
  "e_lumo_ev": -2.92,
  "charge": 1
}

---

Winner for stability: x

---

w:
{
  "formula": "C4H11NO2",
  "method": "ωB97M-V with the def2-TZVPD basis set",
  "species": ["C", "C", "C", "C", "O", "N", "H", "H", "H", "H", "H", "H", "H", "H", "H", "H", "H", "O"],
  "positions_angstrom": [[-0.57, -0.46, -1.46], [0.29, 0.20, -0.40], [1.30, -0.87, -0.11], [2.54, -0.40, 0.61], [2.61, -0.34, 1.79], [0.92, 1.45, -0.82], [-0.11, -0.54, -2.47], [-0.71, -1.51, -1.23], [-1.68, -0.25, -1.33], [-0.43, 0.26, 0.47], [0.69, -1.52, 0.51], [1.55, -1.42, -1.01], [3.43, -0.10, 0.03], [1.27, 1.97, -0.05], [0.17, 1.85, -1.37], [-3.45, 1.35, 2.41], [-4.38, -0.01, 2.32], [-3.45, 0.35, 2.13]],
  "lowdin_charge": [-0.0521, -0.4160, -0.0957, -0.1325, 0.2712, 0.2032, 0.1202, 0.0834, 0.1325, 0.1826, 0.1479, 0.1392, 0.1840, 0.1026, 0.1258, 0.0863, 0.0724, -0.1551],
  "e_homo_ev": [-14.2, -14.2],
  "homo_lumo_gap_ev": [9.69, 4.78],
  "e_lumo_ev": [-4.51, -9.42],
  "multiplicity": 2,
  "charge": 1,
  "s_squared": 0.76
}

---

x:
{
  "formula": "C4H11NO2",
  "method": "ωB97M-V with the def2-TZVPD basis set",
  "species": ["N", "C", "C", "C", "C", "H", "H", "H", "H", "H", "H", "H", "H", "H", "O", "H", "H", "O"],
  "positions_angstrom": [[-1.05, -0.76, 0.89], [-0.14, -0.15, 0.17], [-0.28, -0.07, -1.23], [1.73, 1.46, 0.41], [0.91, 0.55, 0.90], [-1.81, -1.29, 0.50], [-0.85, -0.95, 1.87], [0.42, 0.39, -1.91], [-1.19, -0.38, -1.73], [2.41, 1.92, 1.10], [1.74, 1.79, -0.62], [1.11, 0.11, 1.88], [1.60, -3.13, 3.19], [1.51, -2.73, 1.72], [1.00, -2.74, 2.54], [-2.56, 1.46, -2.68], [-1.88, 2.24, -3.79], [-2.65, 2.27, -3.20]],
  "lowdin_charge": [0.2547, -0.3106, 0.2226, 0.1230, -0.0958, 0.1571, 0.1419, 0.0931, 0.0899, 0.0859, 0.0878, 0.1168, 0.0559, 0.0369, -0.0579, 0.0054, 0.0379, -0.0446],
  "e_homo_ev": [-14.5, -14.5],
  "homo_lumo_gap_ev": [9.89, 7.37],
  "e_lumo_ev": [-4.62, -7.14],
  "multiplicity": 2,
  "charge": 1,
  "s_squared": 0.76
}

---

y:
{
  "formula": "C4H11NO2",
  "method": "ωB97M-V with the def2-TZVPD basis set",
  "species": ["C", "N", "C", "C", "C", "O", "H", "H", "H", "H", "H", "H", "H", "H", "H", "H", "H", "O"],
  "positions_angstrom": [[-0.86, 1.91, -1.48], [-0.46, 0.54, -1.49], [0.84, 0.12, -1.05], [1.27, 0.71, 0.27], [0.24, 0.25, 1.33], [0.55, -0.33, 2.32], [-1.84, 1.99, -1.92], [-0.14, 2.58, -1.98], [-0.95, 2.28, -0.45], [-0.61, 0.18, -2.44], [1.54, 0.40, -1.87], [0.88, -0.97, -1.02], [2.20, 0.27, 0.63], [1.28, 1.80, 0.29], [-0.84, 0.42, 1.09], [-0.64, -2.37, 1.13], [-0.78, -3.13, -0.17], [-1.30, -2.63, 0.47]],
  "lowdin_charge": [-0.0151, 0.1115, -0.1617, -0.1001, -0.2571, 0.1354, 0.1166, 0.1413, 0.1065, 0.1743, 0.1811, 0.1473, 0.1401, 0.1283, 0.1403, 0.0268, 0.0384, -0.0539],
  "e_homo_ev": [-14.4, -14.2],
  "homo_lumo_gap_ev": [10.90, 5.69],
  "e_lumo_ev": [-3.54, -8.53],
  "multiplicity": 2,
  "charge": 1,
  "s_squared": 0.75
}

---

Winner for stability: x